Here is a structure of composition C47H101BeN8O at a distorted geometry from the OMol25 dataset. Energies are from ωB97M-V/def2-TZVPD.

Results
**HOMO**: -24.54 eV
**LUMO energy**: -21.9 eV
**HOMO-LUMO gap**: 2.646 eV
**⟨S²⟩**: 0.77

ORCA input file:
```
! wB97M-V def2-TZVPD RIJCOSX def2/J DEFGRID3
* xyz 8 2
Be 0.0570 1.6194 -4.7387
C -0.2584 -0.3976 -0.7246
C -1.2239 0.7413 -1.2306
C -1.6418 1.7002 -0.0579
O -0.8760 1.3688 -2.4278
H -0.0045 -1.0021 -1.5953
H -0.7605 -0.9789 0.0488
H 0.7060 -0.0022 -0.4058
H -2.1287 0.1960 -1.4988
H -2.5490 2.2261 -0.3557
H -0.8572 2.4563 -0.0320
H -1.8237 1.0943 0.8298
C -6.5465 5.9789 -7.0139
C -7.5251 4.9234 -6.4994
N -7.1285 4.2324 -5.3357
C -7.8554 3.2958 -4.6154
C -6.9984 2.7410 -3.6244
N -5.7780 3.2619 -3.7402
C -5.8648 4.3411 -4.7066
C -4.6382 2.7934 -3.0203
H -6.8540 6.9264 -6.5713
H -6.4963 6.1868 -8.0827
H -5.4826 5.8147 -6.8432
H -7.6923 4.2908 -7.3711
H -8.5046 5.2334 -6.1354
H -8.8807 3.0741 -4.8726
H -7.2197 1.9330 -2.9428
H -5.0338 4.9215 -5.0796
H -4.3582 1.7604 -3.2269
H -4.9594 2.8528 -1.9803
H -3.7695 3.4205 -3.2208
C 3.4265 5.6484 -5.7810
C 2.9796 6.4165 -4.5026
N 3.2466 5.4851 -3.4038
C 4.4643 5.4872 -2.7369
C 4.4306 4.6683 -1.5991
N 3.1737 4.1643 -1.6198
C 2.4134 4.7031 -2.6060
C 2.6834 3.3350 -0.5597
H 3.3149 6.2293 -6.6966
H 2.7744 4.7756 -5.8145
H 4.4634 5.3124 -5.7830
H 1.9389 6.7302 -4.5838
H 3.6192 7.2981 -4.4597
H 5.2767 6.1068 -3.0867
H 5.1908 4.5115 -0.8481
H 1.3401 4.6426 -2.7101
H 2.8409 3.8187 0.4043
H 3.2864 2.4274 -0.5895
H 1.6446 3.1403 -0.8263
C -4.6573 -0.6706 -2.8929
C -4.3293 -2.1429 -2.6042
C -3.4672 -2.4589 -1.3666
N -3.3097 -3.9092 -0.9422
C -4.5134 -4.4876 -0.1467
C -2.0134 -4.1680 -0.0987
C -1.7093 -5.7042 -0.2067
C -2.2108 -6.0502 -1.6238
C -3.1504 -4.9151 -2.1257
H -4.9622 -0.2075 -1.9545
H -5.4679 -0.4426 -3.5850
H -3.7156 -0.1814 -3.1419
H -3.8592 -2.5494 -3.4997
H -5.2950 -2.6241 -2.4490
H -3.6213 -1.8888 -0.4505
H -2.4446 -2.1924 -1.6337
H -4.3354 -3.9334 0.7749
H -4.4572 -5.5761 -0.1546
H -5.3338 -4.0855 -0.7412
H -2.0542 -3.7863 0.9215
H -1.2250 -3.6664 -0.6598
H -2.2568 -6.2632 0.5522
H -0.6335 -5.8796 -0.2036
H -2.7752 -6.9823 -1.6510
H -1.4083 -6.2300 -2.3391
H -4.1432 -5.2693 -2.4028
H -2.6711 -4.4570 -2.9909
C -2.0866 -1.8081 2.8932
C -1.8045 -2.9334 3.8973
C -0.7576 -2.5379 4.9588
N -0.4485 -3.7582 5.8808
C -1.7275 -4.0436 6.8050
C 0.7809 -3.4276 6.7859
C 1.4533 -4.7801 7.0597
C 1.2853 -5.5656 5.7455
C -0.0653 -5.0881 5.1493
H -2.9475 -1.9824 2.2477
H -1.2134 -1.5718 2.2850
H -2.3931 -0.9290 3.4600
H -1.5303 -3.8166 3.3203
H -2.7805 -3.2317 4.2801
H -0.9571 -1.7715 5.7078
H 0.1144 -2.0069 4.5771
H -1.5000 -4.8248 7.5303
H -2.5561 -4.4470 6.2229
H -2.2184 -3.2241 7.3299
H 0.4996 -3.0233 7.7582
H 1.4258 -2.6747 6.3327
H 1.1712 -5.3062 7.9717
H 2.5344 -4.6654 7.1388
H 1.3109 -6.6533 5.8111
H 2.0556 -5.1981 5.0675
H -0.7834 -5.8230 5.5131
H -0.0355 -5.0496 4.0604
C 2.1307 0.3321 3.1264
C 1.5949 1.7951 2.9937
C 0.7381 2.2425 4.1557
N 0.4826 3.7758 4.0328
C 1.8625 4.5738 3.9559
C -0.3805 4.1482 5.2384
C -1.3217 5.3310 4.8630
C -1.5861 5.0776 3.3632
C -0.4568 4.0299 2.8628
H 2.7270 0.2132 4.0310
H 2.6158 -0.0687 2.2363
H 1.2650 -0.2908 3.3513
H 1.0967 1.7916 2.0242
H 2.5608 2.2988 3.0300
H 1.3385 2.1156 5.0566
H -0.1253 1.6007 4.3313
H 1.6354 5.5029 4.4787
H 2.1919 4.6784 2.9221
H 2.6120 4.1444 4.6206
H 0.3181 4.4608 6.0145
H -1.0303 3.3422 5.5796
H -0.8803 6.3179 5.0024
H -2.2277 5.3205 5.4689
H -1.4973 6.0489 2.8766
H -2.6318 4.7835 3.2740
H 0.1610 4.4559 2.0724
H -0.8072 3.0631 2.5012
C 2.9730 -2.1111 -3.2950
C 4.2686 -1.6972 -2.5810
C 5.0358 -2.9898 -2.2468
N 6.5707 -2.8688 -1.9441
C 7.2721 -2.5121 -3.1700
C 7.3136 -4.0548 -1.3369
C 7.1064 -3.9513 0.1104
C 7.3259 -2.5147 0.4244
C 6.9408 -1.7676 -0.8670
H 2.8267 -1.2127 -3.8947
H 2.1350 -2.0831 -2.5985
H 3.0511 -2.9765 -3.9531
H 3.8839 -1.2228 -1.6782
H 4.9672 -1.0443 -3.1042
H 4.9131 -3.7842 -2.9830
H 4.6344 -3.2466 -1.2665
H 6.8055 -1.6223 -3.5928
H 7.1643 -3.3429 -3.8674
H 8.3350 -2.4273 -2.9442
H 8.3981 -4.1204 -1.4248
H 6.7748 -4.9516 -1.6427
H 7.7038 -4.7106 0.6149
H 6.0760 -4.2643 0.2790
H 8.2913 -2.3236 0.8929
H 6.6895 -2.1961 1.2500
H 7.6666 -1.0574 -1.2629
H 6.1230 -1.0713 -0.6811
*
```